Molecular formula: C19H13BrCdN2O4
Method: DFT, ωB97M-V/def2-TZVPD

Output
spin multiplicity: 1
maximum force: 0.6 eV/Å
energy relative to the best compared isomer or geometry (same formula, charge and spin): 14.22 kcal/mol
E_HOMO (spin up / spin down): 1.14 / 0.81 eV
total charge: -2

Last column: Löwdin charge in e.
Geometry (Å):
C: -1.419925 -1.008737 -4.164578  -0.06
H: -2.914704 -2.353478 -4.905639  0.10
H: -4.503811 -1.845892 -3.048441  0.09
C: -2.645992 -1.641083 -4.132868  -0.09
H: 1.633344 3.016617 5.937503  0.05
O: -0.428785 -3.661290 0.706338  0.02
Cd: -0.765046 0.856298 -0.089437  1.28
C: 0.478931 3.833941 4.280848  -0.19
C: -3.536294 -1.371331 -3.114725  -0.12
H: -1.365845 -3.776347 0.915359  0.09
H: 4.156921 -2.635944 -0.563543  0.08
Br: -4.295282 -0.056125 -0.707782  0.70
N: 0.883396 -0.614151 -0.707449  0.03
H: -0.047520 0.186728 3.162132  0.07
H: -0.697361 -1.198772 -4.945697  0.10
N: -1.969350 0.141394 -2.155364  -0.02
H: -0.697996 4.410526 2.593918  0.07
H: 0.637114 4.869388 4.579132  0.07
C: -0.537462 2.246344 2.659747  -0.55
H: 2.079280 -3.610109 0.352091  0.09
C: 3.224761 -2.082668 -0.619919  -0.12
C: 0.080985 1.218592 3.476368  -0.14
C: 0.813530 1.496817 4.608682  -0.18
C: -0.411623 -2.382727 0.168439  -0.53
C: -1.114342 -0.116164 -3.143952  -0.11
H: 4.056700 -0.360920 -1.714525  0.09
O: 0.768677 1.863178 -1.699046  -0.17
O: 2.744255 1.561859 -2.731545  -0.04
C: 2.084334 -2.629707 -0.105080  -0.05
C: 0.868376 -1.892840 -0.189267  -0.24
C: -1.394874 1.990202 1.580143  -0.28
H: -0.179629 0.425919 -3.096823  0.09
C: 1.994014 -0.119698 -1.247193  -0.24
C: 1.037952 2.808385 5.056961  -0.20
C: 3.194121 -0.810763 -1.247573  -0.05
C: -0.271899 3.583223 3.151996  -0.14
C: -3.132580 -0.458408 -2.142934  -0.78
O: -1.495946 -1.791004 0.022355  -0.10
C: 1.843781 1.243522 -1.941173  -0.69
H: 1.245795 0.665226 5.162539  0.07

Cartesian forces, eV/Å:
0.310 0.320 0.240
-0.002 0.009 0.019
0.002 -0.007 -0.008
-0.187 -0.278 -0.252
0.005 0.007 0.016
-0.146 -0.038 0.059
0.349 0.376 0.361
0.005 -0.040 0.017
-0.052 0.209 0.313
0.066 -0.046 0.011
0.008 0.004 0.006
-0.005 0.033 -0.014
-0.117 -0.037 -0.093
0.012 -0.003 0.008
-0.004 -0.009 -0.004
0.091 0.280 0.163
0.008 0.019 0.009
-0.008 0.005 -0.013
-0.153 -0.014 0.003
0.011 0.005 0.010
0.045 0.024 -0.050
-0.055 0.079 -0.072
-0.019 0.036 -0.007
0.327 0.029 -0.165
-0.085 -0.194 -0.374
0.007 -0.016 -0.009
0.017 0.003 -0.090
0.063 0.125 0.046
-0.056 0.033 0.003
-0.093 0.016 -0.035
0.153 -0.071 0.120
0.018 0.007 0.010
-0.047 -0.154 0.129
-0.100 -0.028 -0.171
-0.038 -0.084 0.029
-0.017 -0.107 -0.039
-0.195 -0.359 -0.211
-0.030 -0.057 0.124
-0.083 -0.073 -0.078
-0.009 -0.006 -0.009


Molecular formula: C19H13BrN2O2S3SbV
Method: DFT, ωB97M-V/def2-TZVPD

Output
spin multiplicity: 2
maximum force: 1.7 eV/Å
energy relative to the best compared isomer or geometry (same formula, charge and spin): 82.26 kcal/mol
E_HOMO (spin up / spin down): -4.37 / -4.45 eV
total charge: -1

Last column: Löwdin charge in e.
Geometry (Å):
S: -4.221117 2.073003 1.189844  -0.37
C: 0.657593 0.146166 -4.322324  -0.01
C: -0.959720 -4.423317 -4.229979  -0.13
H: -0.449158 -0.031199 -6.138861  0.10
C: -0.007957 -2.491295 -2.370087  -0.29
O: 2.531263 -0.897208 -2.759352  0.00
C: -1.800505 -3.874831 -3.268437  -0.11
H: 1.902135 -2.868328 -3.305019  0.09
H: 4.570571 3.194292 1.366066  0.10
H: 1.337803 -0.650751 -4.579013  0.11
H: -2.840337 -4.179211 -3.223403  0.10
C: 0.373066 -4.041217 -4.207803  -0.12
S: -2.244245 -0.112257 -1.109973  0.08
Br: -0.074102 2.771154 -1.159154  0.89
C: 0.823575 0.771823 -3.082468  -0.14
S: -1.221002 -0.029941 2.109002  -0.02
H: -1.799277 2.918734 -3.346222  0.10
C: 2.706162 1.111024 -1.288608  -0.12
C: 3.761027 1.918258 -1.666995  -0.02
C: -0.077624 1.792835 -2.780773  -0.60
H: 5.259735 3.308416 -1.003698  0.09
C: -1.340972 -2.952099 -2.349239  -0.08
H: -1.327952 -5.135269 -4.956877  0.08
C: -0.352866 0.496370 -5.198856  -0.06
C: -1.245931 1.497320 -4.857503  -0.08
V: -0.411206 -0.219393 0.056111  0.25
H: -2.062903 1.762579 -5.516280  0.10
C: 4.435807 2.671001 -0.709983  -0.10
C: 4.049704 2.603876 0.622494  -0.09
H: 1.071319 -4.484398 -4.909981  0.09
C: 2.990197 1.792793 1.017739  0.00
H: 4.052429 1.958879 -2.710108  0.12
C: 2.327256 1.058795 0.054176  -0.34
C: 0.854437 -3.111529 -3.298857  -0.05
H: 2.664016 1.740441 2.047324  0.12
C: 1.910787 0.210528 -2.183978  -0.41
N: 1.727420 -1.038910 -1.473552  0.03
N: 0.379540 -1.531982 -1.459417  -0.09
H: -2.012937 -2.558051 -1.604349  0.03
Sb: -3.509818 -0.048954 1.090326  0.23
C: -1.102492 2.149790 -3.647069  -0.16
O: 1.243273 0.314340 0.382412  -0.33

Cartesian forces, eV/Å:
-0.070 0.183 0.077
0.020 0.015 -0.019
0.006 0.089 0.066
-0.001 -0.005 0.004
-0.052 -0.347 0.321
-0.245 -0.020 0.124
-0.053 -0.059 -0.030
0.027 -0.001 -0.037
0.016 0.002 -0.010
-0.034 -0.026 -0.005
0.003 0.015 0.004
0.068 -0.030 -0.030
-0.011 0.295 0.157
0.094 0.246 0.084
-0.146 -0.163 0.031
0.199 -0.446 -0.213
0.003 0.004 0.006
0.160 0.048 -0.198
-0.004 0.010 0.019
0.029 0.138 -0.015
-0.003 -0.001 -0.004
0.033 0.048 0.014
0.009 -0.026 0.017
0.042 -0.026 -0.018
-0.041 0.045 0.040
-1.041 -1.159 -0.631
0.016 0.010 -0.010
-0.004 -0.003 -0.027
-0.079 -0.084 0.021
0.002 0.017 0.002
0.309 0.203 -0.028
0.024 0.010 0.008
-0.800 -0.369 0.064
-0.034 0.022 0.048
-0.024 -0.004 -0.004
0.122 0.275 0.189
0.069 -0.641 -0.391
0.295 0.823 0.192
0.002 -0.081 -0.005
-0.071 0.012 -0.129
0.048 -0.074 -0.095
1.120 1.054 0.408


Molecular formula: C19H13N3O3
Method: DFT, ωB97M-V/def2-TZVPD

Output
spin multiplicity: 1
maximum force: 13.7 eV/Å
energy relative to the best compared isomer or geometry (same formula, charge and spin): 368.75 kcal/mol
E_HOMO: -8.25 eV

Last column: Löwdin charge in e.
Geometry (Å):
C: 5.372369 0.324927 1.144854  -0.06
O: -0.415826 -1.797437 -0.691391  0.04
H: -6.094423 -1.485570 0.780806  0.17
N: -2.593200 -0.154767 -0.095329  0.14
C: 5.261665 2.131091 -1.074637  -0.03
C: 4.394943 0.903119 -0.984720  0.01
H: -3.895119 4.071932 -0.366480  0.18
H: 5.274301 2.539483 -1.865749  0.01
O: 2.392031 -1.102375 -0.554755  0.16
H: -6.155517 3.627276 0.519893  0.11
H: 0.635453 -2.670791 -1.801752  0.05
C: -3.109814 2.091994 -0.260826  -0.07
C: -1.572838 -2.480897 -0.327931  -0.29
C: 1.746434 -2.359868 -0.310491  -0.18
N: 3.160854 -1.906727 1.421931  0.08
H: 0.278484 -3.746331 -0.596415  0.15
C: -4.143800 2.835251 -0.055969  -0.19
C: -2.815935 -1.357455 -0.040136  -0.20
H: 5.329435 -0.450182 1.823544  0.09
C: 6.332256 1.040572 0.866074  -0.08
C: 4.316252 0.121878 0.031993  -0.14
C: -3.500457 0.873445 -0.307761  -0.13
H: -4.191692 -2.971181 0.432592  0.08
N: 2.144950 -2.653289 1.031635  0.05
C: -5.418029 2.816097 0.301691  -0.02
O: -1.830574 -3.662579 -0.136634  0.09
H: 7.001530 1.301051 1.861198  0.17
C: 6.192493 2.165669 -0.221620  -0.03
C: -5.861248 1.303898 0.632793  0.12
C: 0.604273 -2.769662 -0.908130  -0.15
H: 7.084552 2.676123 -0.164158  0.08
C: 3.350929 -0.918593 0.145918  -0.23
C: -5.071272 -0.931394 0.453899  -0.10
H: 3.695202 0.943324 -1.792603  0.12
C: -4.112878 -1.974159 0.166867  0.05
H: -2.189951 2.345357 -0.281174  0.08
H: -6.813325 0.987755 0.823439  0.05
C: -4.782523 0.293009 0.399521  -0.17

Cartesian forces, eV/Å:
-7.721 -5.894 -2.741
-3.829 -1.823 1.705
2.060 2.319 -0.534
2.877 4.375 -2.953
-3.340 -8.689 7.137
-0.240 5.120 -3.417
-0.357 -3.054 1.244
-0.308 6.256 -10.321
-3.898 -2.414 -5.571
1.188 -0.710 -0.647
1.126 -0.060 -11.498
-2.668 -0.882 -0.610
-2.693 2.359 1.734
5.789 1.853 8.063
-0.252 1.878 -4.388
0.204 -0.408 0.199
-0.839 12.252 -1.449
-0.123 -6.506 -0.615
-0.037 -1.022 2.087
6.060 8.918 1.172
1.885 -1.155 4.190
-1.886 -10.934 5.843
-0.524 -1.789 -0.097
0.614 1.024 -3.501
-4.680 -6.861 2.569
1.706 2.156 -0.984
-0.806 -0.769 -3.114
4.014 -3.556 5.728
6.061 3.553 -2.391
-2.841 -0.888 7.040
1.365 2.093 -0.540
1.872 -2.340 8.445
-2.005 -13.551 0.799
-0.550 -0.856 -0.395
0.393 5.392 0.611
6.101 1.988 -0.679
-2.408 -0.547 0.920
-1.309 13.171 -3.041


Molecular formula: C19H13N4O5SbSe4V
Method: DFT, ωB97M-V/def2-TZVPD

Output
spin multiplicity: 2
maximum force: 5.6 eV/Å
energy relative to the best compared isomer or geometry (same formula, charge and spin): 199.53 kcal/mol
E_HOMO (spin up / spin down): -0.89 / -0.50 eV
total charge: -2

Last column: Löwdin charge in e.
Geometry (Å):
C: -2.573590 1.116211 -1.585303  -0.11
H: -1.491136 -2.288635 -4.415553  0.12
C: -3.841252 0.799603 -1.164218  0.00
C: -0.975647 -1.319308 0.729696  -0.55
C: -2.538674 -2.362150 -2.534576  -0.03
H: 2.150071 -1.162379 4.637304  0.11
H: 0.064418 -0.815665 2.941550  0.11
H: -4.596424 0.646628 -1.921887  0.12
C: 4.258677 1.108632 3.293159  -0.07
C: -2.464010 -2.066565 -1.188064  0.01
C: -3.103329 0.826687 1.123101  0.02
C: -1.831454 1.137765 0.634836  -0.23
C: -0.400340 -1.347457 -2.838801  -0.07
C: -0.655346 1.406125 1.460730  -0.62
H: 4.107479 0.236324 5.256461  0.09
C: 2.125336 -0.458282 2.608512  -0.26
N: -0.338098 -1.047522 -1.541178  -0.06
Se: 1.652121 0.755588 -1.360930  0.60
H: 0.964279 -2.250453 2.462386  0.14
O: -3.061007 1.151751 -3.914256  -0.03
N: -1.569536 1.278947 -0.677577  0.07
C: -1.319232 -1.446196 -0.709566  -0.21
H: -3.410673 -2.855989 -2.941055  0.11
C: -4.109802 0.649516 0.210289  -0.03
O: -0.913278 1.317608 -3.226824  -0.03
H: 4.132396 1.658256 1.205231  0.07
O: -0.653786 1.327629 2.694353  0.08
H: -5.109586 0.392483 0.540494  0.11
V: 0.020471 0.376704 -0.280110  0.41
H: -3.246784 -2.314246 -0.484355  0.12
H: 5.075248 1.781441 3.512857  0.10
C: 3.707981 0.272813 4.249500  -0.09
C: 2.624837 -0.515852 3.909362  -0.04
N: 0.328813 -1.040262 0.889305  -0.02
Se: 4.784177 -0.695395 -3.649217  -0.33
Se: 5.587867 2.311352 -1.599319  -0.27
H: 0.437197 -1.002890 -3.438174  0.13
C: -2.141345 1.217419 -3.082767  -0.67
O: 0.357036 1.812463 0.755283  -0.14
C: 0.837587 -1.176707 2.255144  -0.11
N: 2.723917 0.259934 1.680438  0.11
Sb: 3.635925 1.203860 -2.638640  -0.38
H: -3.230699 0.724739 2.189865  0.13
C: 3.740327 1.047842 2.012770  -0.11
O: -1.793210 -1.601836 1.618559  0.04
Se: 3.523770 2.984218 -4.311958  -0.30
C: -1.471686 -2.034772 -3.366848  -0.01

Cartesian forces, eV/Å:
0.901 0.412 -0.097
0.043 0.069 -0.037
-0.217 0.130 0.519
-0.487 -2.623 2.296
0.301 0.080 -0.238
-0.019 0.029 0.075
0.067 -0.081 0.013
0.001 0.063 -0.051
0.073 0.017 -0.063
-0.120 0.040 0.636
0.379 0.163 0.205
-2.375 0.857 -0.521
0.507 0.488 0.248
0.963 2.484 3.927
-0.013 0.044 0.009
-0.025 0.071 -0.244
-2.196 -2.600 -1.064
2.966 0.991 -1.890
-0.073 0.119 -0.085
-0.363 -0.116 0.214
-3.625 0.702 -0.494
-0.289 -1.191 -1.643
-0.029 -0.002 0.009
-0.081 0.127 -0.609
-0.418 -0.074 -0.089
0.190 -0.028 -0.012
-0.687 -0.157 -0.820
0.026 -0.013 0.006
2.792 -0.755 -2.546
0.008 -0.056 -0.013
0.047 -0.020 0.038
-0.059 -0.123 0.112
-0.228 -0.175 0.051
0.334 -0.847 1.915
-0.781 -0.728 0.160
-0.292 -0.156 1.322
-0.114 0.084 0.003
0.360 0.067 -0.121
-0.388 1.968 2.570
-0.110 -0.314 0.158
-0.231 0.158 -0.263
4.623 1.440 -2.733
-0.004 -0.062 -0.005
0.057 0.095 -0.208
0.068 -0.253 -0.484
-1.123 -0.034 -0.257
-0.360 -0.289 0.098